DFT (ωB97M-V/def2-TZVPD) results for the molecule C16H18N2O5S.

Calculated values
Orbital gap: 8.31 eV
Energy relative to the best compared isomer or geometry (same formula, charge and spin): 0.0000 eV
SMILES string: CSCC[C@@H](NC(=O)CCN1C(=O)c2ccccc2C1=O)C(=O)O
HOMO: -8.768 eV

CARTESIAN COORDINATES (ANGSTROEM)
1 C -5.52452 -1.37512 -0.30702
2 S -4.90818 -0.13508 0.86525
3 C -3.58122 0.62022 -0.12936
4 C -2.39253 -0.31057 -0.31858
5 C -1.21325 0.40377 -0.96808
6 N -0.62674 1.35557 -0.03597
7 C 0.21794 2.32626 -0.42268
8 O 0.52489 2.48779 -1.59756
9 C 0.80667 3.14574 0.70418
10 C 2.26129 2.69048 0.92025
11 N 2.39671 1.25030 0.85241
12 C 1.65223 0.34127 1.58319
13 O 0.81044 0.63716 2.40187
14 C 2.06019 -0.99426 1.10130
15 C 1.60386 -2.24895 1.44504
16 C 2.12729 -3.33592 0.75271
17 C 3.07089 -3.16257 -0.24673
18 C 3.53262 -1.89607 -0.59243
19 C 3.01511 -0.81922 0.09437
20 C 3.25488 0.62980 -0.06545
21 O 4.00311 1.22292 -0.79443
22 C -0.13176 -0.60696 -1.42261
23 O -0.17905 -1.77412 -1.15026
24 O 0.85408 -0.07860 -2.12653
25 H -6.41981 -1.79827 0.13577
26 H -5.76965 -0.89117 -1.24815
27 H -4.78246 -2.15436 -0.45249
28 H -4.00821 0.92194 -1.08672
29 H -3.29335 1.51244 0.42627
30 H -2.07774 -0.71287 0.64701
31 H -2.66636 -1.15584 -0.95121
32 H -1.53910 0.96411 -1.85685
33 H -0.76432 1.17197 0.94889
34 H 0.81018 4.19885 0.42468
35 H 0.23064 3.00945 1.61842
36 H 2.90436 3.08295 0.12757
37 H 2.61739 3.04979 1.89021
38 H 0.85916 -2.37598 2.21508
39 H 1.78081 -4.33011 0.98999
40 H 3.44668 -4.02506 -0.77608
41 H 4.25551 -1.75179 -1.37955
42 H 0.78133 0.91017 -2.21573

natural (NBO) population analysis, charges in e, atoms 1 to 5:
1. C -0.74
2. S 0.19
3. C -0.52
4. C -0.42
5. C -0.17



DFT (ωB97M-V/def2-TZVPD) results for a structure of composition C52H36F10IrN4O4S2Te at a distorted geometry.

Calculated values
2S+1: 2
Orbital gap (alpha / beta): 3.61 / 3.62 eV
HOMO (alpha / beta): -12.018 / -12.031 eV
Net charge: +2
⟨S²⟩: 0.76

CARTESIAN COORDINATES (ANGSTROEM)
1 Ir 2.59580 0.11569 0.34026
2 C -0.94992 -3.05618 3.64342
3 C -0.00224 -2.71858 4.56120
4 C 0.86271 -1.63088 4.37761
5 C 0.83505 -0.89263 3.19074
6 C -0.26986 -1.09635 2.18805
7 C -1.30619 -2.17864 2.50136
8 N 1.81419 -0.12186 2.75350
9 N 2.87454 0.13279 3.45524
10 C 4.06481 0.08869 2.90124
11 C 5.22738 0.25163 3.69344
12 C 6.45890 0.06494 3.11830
13 C 6.53876 -0.29954 1.77183
14 C 5.36573 -0.38234 1.03568
15 N 4.17262 -0.16622 1.55818
16 H -1.53597 -3.95230 3.76682
17 H 0.14173 -3.34184 5.43192
18 H 1.64297 -1.42582 5.09386
19 H 0.24505 -1.31603 1.24586
20 H -2.20723 -1.62362 2.80794
21 H 5.10191 0.50270 4.73346
22 H 7.35772 0.18015 3.70365
23 H 7.48478 -0.51581 1.30500
24 H 5.39783 -0.63500 -0.01818
25 C -3.03046 6.24247 3.29181
26 C -2.40365 4.99619 2.77562
27 C -3.17340 3.87382 2.46710
28 C -2.59496 2.72544 1.96156
29 C -1.22077 2.69439 1.78037
30 C -0.42502 3.78997 2.10214
31 C -1.02086 4.93489 2.58860
32 S -0.35748 1.28076 1.12604
33 O -1.04046 0.10835 1.98104
34 C -1.11288 1.15192 -0.51185
35 C -0.72902 2.26147 -1.29182
36 C -1.06850 2.33181 -2.60949
37 C -1.84443 1.30910 -3.19749
38 C -2.22007 1.36199 -4.55493
39 C -3.03352 0.40212 -5.09233
40 C -3.51425 -0.64166 -4.28748
41 C -3.14304 -0.73703 -2.97448
42 C -2.28323 0.21827 -2.39502
43 C -1.85830 0.11815 -1.03667
44 C -2.27412 -1.04636 -0.21497
45 C -3.61725 -1.08523 0.29718
46 C -4.52963 -0.04585 0.08277
47 C -5.86002 -0.18785 0.41934
48 C -6.33080 -1.39244 0.96100
49 C -5.46474 -2.42540 1.20948
50 C -4.07561 -2.29879 0.93213
51 C -3.17119 -3.27962 1.28076
52 C -1.71445 -2.99248 1.19417
53 C -1.46113 -2.12723 -0.00234
54 S 0.13924 -2.32176 -0.81285
55 O 0.62230 -3.62305 -0.25300
56 C -0.17696 -2.73497 -2.54971
57 C -1.34683 -3.27476 -3.05173
58 C -1.38718 -3.63925 -4.38700
59 C -0.28651 -3.46843 -5.22400
60 C -0.34550 -3.87647 -6.65598
61 C 0.87959 -2.92203 -4.68987
62 C 0.93927 -2.56558 -3.35698
63 H -4.10115 6.12343 3.42475
64 H -2.85204 7.06412 2.59879
65 H -2.58453 6.52303 4.24466
66 H -4.24072 3.90632 2.62733
67 H -3.19620 1.86201 1.72370
68 H 0.64357 3.72792 1.96353
69 H -0.41287 5.79163 2.83709
70 H -0.14850 3.04441 -0.82958
71 H -0.75764 3.16980 -3.21370
72 H -1.87018 2.18908 -5.15492
73 H -3.32716 0.45597 -6.12808
74 H -4.18849 -1.36835 -4.71098
75 H -3.53430 -1.53139 -2.36027
76 H -4.19193 0.86737 -0.38681
77 H -6.54941 0.62200 0.24009
78 H -7.38148 -1.50394 1.18091
79 H -5.81503 -3.34620 1.65024
80 H -3.49671 -4.20374 1.73097
81 H -1.10878 -3.89906 1.14939
82 H -2.19767 -3.44207 -2.41125
83 H -2.28725 -4.08101 -4.78777
84 H -1.02223 -4.71648 -6.79252
85 H 0.63993 -4.14886 -7.02465
86 H -0.70735 -3.05104 -7.26964
87 H 1.74813 -2.79830 -5.31948
88 H 1.86575 -2.21510 -2.92723
89 N 1.37054 0.28423 -2.45232
90 C 1.57090 0.35846 -1.31219
91 H 1.19801 0.26838 -3.43328
92 F 5.66532 6.23632 -0.79975
93 C 4.95239 5.21038 -0.36663
94 C 5.13312 4.71640 0.93092
95 F 6.03416 5.26656 1.73076
96 C 4.36988 3.64791 1.37899
97 F 4.55325 3.16406 2.61294
98 C 3.41211 3.00833 0.55635
99 O 2.67660 2.03419 1.01346
100 C 3.27180 3.53153 -0.74604
101 F 2.36584 2.94533 -1.55558
102 C 4.00559 4.61120 -1.20204
103 F 3.80811 5.06565 -2.43305
104 F 4.57317 -3.68172 -0.03050
105 Te 2.70968 -3.46356 0.40591
106 F 3.72396 -2.80936 1.96956
107 F 1.45333 -3.24175 1.95501
108 F 2.54011 -5.25719 0.97542
109 F 2.70346 -4.23540 -1.37213
110 O 2.60765 -1.79935 -0.34183

Mulliken population analysis, charges in e, atoms 1 to 5:
1. Ir 2.65
2. C -1.20
3. C -1.14
4. C -0.81
5. C -1.00